No. 1
DFT (ωB97M-V/def2-TZVPD) results for an isolated molecule of C4H11NO2 in a non-equilibrium geometry.

Last column: Löwdin charge in e.
Geometry (Å):
N  1.202  0.927  -0.577  0.037
C  -0.007  0.420  0.088  -0.394
C  -1.175  1.425  -0.050  -0.244
O  -0.934  2.602  0.704  -0.066
C  -0.399  -0.921  -0.507  -0.148
C  -0.023  -2.128  0.381  -0.258
O  1.273  -2.606  0.073  -0.080
H  1.654  1.692  -0.099  0.066
H  1.008  1.196  -1.542  0.078
H  0.236  0.376  1.149  0.138
H  -2.052  0.961  0.418  0.118
H  -1.376  1.574  -1.112  0.122
H  -0.761  3.355  0.114  0.093
H  0.229  -1.033  -1.394  0.114
H  -1.430  -1.010  -0.854  0.113
H  -0.739  -2.936  0.252  0.111
H  -0.041  -1.854  1.443  0.110
H  1.925  -1.885  0.152  0.091

ΔE to the lowest compared entry with this formula, charge and spin = 142.30 kJ/mol
largest force on an atom = 0.0325 hartree/bohr
DFT total energy = -364.2140 hartree
charge = 0
gap between HOMO and LUMO = 9.97 eV
SMILES = N[C@@H](CO)CCO


No. 2
DFT (ωB97M-V/def2-TZVPD) results for an isolated molecule of H3O4PS in a non-equilibrium geometry.

Last column: Löwdin charge in e.
Geometry (Å):
O  0.056  -2.048  -0.072  -0.084
O  0.374  1.388  1.214  -0.224
O  -1.470  0.137  -0.048  -0.211
O  0.932  -0.932  -0.298  -0.134
P  -0.131  0.912  -0.203  0.121
S  -0.117  2.276  -1.562  0.229
H  0.576  -2.886  -0.383  0.157
H  1.131  1.981  1.224  0.076
H  -1.351  -0.828  0.129  0.069

ΔE to the lowest compared entry with this formula, charge and spin = 372.70 kJ/mol
multiplicity = 3
largest force on an atom = 0.0670 hartree/bohr
DFT total energy = -1042.1309 hartree
charge = 0
gap between HOMO and LUMO (alpha / beta) = 6.20 / 6.19 eV


No. 3
DFT (ωB97M-V/def2-TZVPD) results for a cluster of 2 separate species, C5H6OSi in total in a non-equilibrium geometry.

Last column: Löwdin charge in e.
Geometry (Å):
C  -0.732  -3.835  0.217  0.007
C  -1.870  1.210  -1.037  0.015
C  -0.750  -2.636  0.385  -0.286
C  -1.330  0.439  -0.274  -0.359
C  1.798  1.222  -0.314  -0.118
O  1.904  2.234  0.597  -0.070
Si  -0.692  -0.804  0.890  0.679
H  -1.166  -4.695  -0.107  -0.009
H  -1.950  2.086  -1.605  0.013
H  2.818  0.866  -0.576  0.062
H  1.300  1.547  -1.249  0.054
H  1.144  2.751  0.697  0.053
H  -0.474  -0.386  2.376  -0.041

ΔE to the lowest compared entry with this formula, charge and spin = 358.51 kJ/mol
largest force on an atom = 0.0508 hartree/bohr
DFT total energy = -558.5657 hartree
charge = 0
gap between HOMO and LUMO (alpha / beta) = 7.37 / 7.41 eV


No. 4
DFT (ωB97M-V/def2-TZVPD) results for a cluster of 2 separate species, C5H4O2 in total in a non-equilibrium geometry.

Last column: Löwdin charge in e.
Geometry (Å):
O  -0.273  3.047  -0.338  0.147
C  -0.111  1.928  -0.317  0.067
C  -1.505  -0.696  -0.158  -0.027
C  -0.266  -1.180  -0.272  -0.206
C  0.993  -0.653  0.264  -0.119
C  1.464  0.558  0.521  -0.299
O  2.125  1.471  0.851  0.128
H  -1.739  0.192  0.421  0.039
H  -2.340  -1.193  -0.644  0.054
H  -0.136  -2.117  -0.815  0.097
H  1.789  -1.358  0.487  0.118

ΔE to the lowest compared entry with this formula, charge and spin = 192.06 kJ/mol
largest force on an atom = 0.0360 hartree/bohr
DFT total energy = -343.3192 hartree
charge = 0
gap between HOMO and LUMO = 8.98 eV